Entry 1:
C4H11N2O | wB97M-V/def2-TZVPD

Each line ends with the natural charge from an NBO analysis.
Element x y z (Å)
C (0.12352, -0.56470, -0.03852)  0.45
C (2.55552, 0.10316, 0.24664)  -0.64
C (-2.34853, 0.90331, -0.78187)  -0.53
C (1.09579, 0.10841, 0.78282)  -0.57
N (-2.16305, -0.24582, -0.02965)  0.07
N (0.56556, -1.34832, -0.94986)  -0.73
O (-2.34609, 0.05623, 1.25178)  -0.46
H (2.77275, 0.77572, -0.56036)  0.24
H (2.97260, -0.85219, 0.16455)  0.21
H (3.09290, 0.54556, 1.05142)  0.25
H (-1.91020, 0.93660, -1.84514)  0.25
H (-3.45813, 1.22550, -0.96131)  0.28
H (-1.94224, 1.74032, -0.26668)  0.22
H (1.11815, -0.34697, 1.80921)  0.28
H (0.65269, 1.12039, 0.97502)  0.27
H (1.63535, -1.48151, -1.07849)  0.44
H (-0.18151, -1.88810, -1.55338)  0.45
H (-2.23508, -0.78760, 1.78382)  0.50

## Properties
- E_HOMO (spin up / spin down): -13.33 / -13.66 eV
- Orbital gap (spin up / spin down): 0.29310 / 0.32534 Ha
- Energy above the lowest of the compared OMol25 structures with the same formula, charge and spin: 6.7540 eV
- Total charge: +1

***

Entry 2:
C4H11N2O | wB97M-V/def2-TZVPD

Each line ends with the natural charge from an NBO analysis.
Element x y z (Å)
C (1.70523, -0.26580, -0.37224)  0.42
C (0.02498, -1.64688, 0.86513)  -0.67
C (-0.94733, 1.75975, -0.09278)  -0.47
C (0.25122, -0.41939, 0.01474)  0.14
N (-0.47904, -0.43625, -1.31702)  -0.85
N (-0.15484, 0.82898, 0.74707)  -0.53
O (2.33937, 0.69132, 0.01038)  -0.49
H (2.14306, -1.12367, -0.96646)  0.18
H (0.03613, -1.46059, 1.95025)  0.24
H (-0.94414, -2.15958, 0.73663)  0.26
H (0.73035, -2.58244, 0.67149)  0.28
H (-1.54389, 2.63959, 0.30771)  0.27
H (-0.35182, 2.20066, -0.85717)  0.24
H (-1.76837, 1.23435, -0.64346)  0.26
H (-1.17993, -1.12398, -1.46905)  0.41
H (0.05426, -0.16864, -2.16063)  0.41
H (0.67758, 1.38630, 0.89944)  0.46
H (-0.59282, 0.64627, 1.67598)  0.45

## Properties
- E_HOMO: -14.48 eV
- Orbital gap: 0.40112 Ha
- Energy above the lowest of the compared OMol25 structures with the same formula, charge and spin: 2.6757 eV
- Total charge: +1

***

Entry 3:
C4H11N2O | wB97M-V/def2-TZVPD

Each line ends with the natural charge from an NBO analysis.
Element x y z (Å)
C (0.29990, -1.60838, 0.89352)  0.68
C (1.61927, 1.03229, -0.11726)  -0.66
C (-1.98288, 0.86618, -0.99138)  -0.46
C (0.10159, 0.77398, 0.13757)  -0.03
N (1.00759, -2.10539, 1.83043)  -0.80
N (-0.63939, 0.27185, -1.00926)  -0.57
O (-0.59753, -2.06772, 0.21499)  -0.58
H (1.81185, 2.03228, -0.12357)  0.24
H (1.94903, 0.78595, -1.03066)  0.22
H (2.25725, 0.62596, 0.70818)  0.24
H (-2.44852, 0.77282, -0.09017)  0.23
H (-2.14185, 1.90736, -1.28488)  0.25
H (-2.80989, 0.41613, -1.58233)  0.26
H (-0.56810, 1.31421, 0.84726)  0.24
H (1.89047, -1.62400, 1.99541)  0.42
H (0.97687, -3.06825, 2.14314)  0.43
H (-0.68666, -0.79366, -0.77492)  0.47
H (-0.03899, 0.46839, -1.76608)  0.44

## Properties
- E_HOMO (spin up / spin down): -12.95 / -13.04 eV
- Orbital gap (spin up / spin down): 0.32134 / 0.32124 Ha
- Energy above the lowest of the compared OMol25 structures with the same formula, charge and spin: 4.7875 eV
- Total charge: +1

***

Entry 4:
C4H11N2O | wB97M-V/def2-TZVPD

Each line ends with the natural charge from an NBO analysis.
Element x y z (Å)
N (2.16569, -0.54151, 1.04678)  -0.83
C (1.08833, -0.35109, 0.12672)  0.23
C (0.41354, 0.97135, 0.46303)  -0.26
N (-0.71318, 1.20525, -0.51829)  -0.50
C (-1.40234, -0.08907, -0.92500)  -0.25
C (-1.18216, -1.12874, 0.15158)  -0.10
O (0.18896, -1.42762, 0.32391)  -0.50
H (2.93645, 0.09176, 0.87138)  0.38
H (2.52023, -1.48880, 0.99024)  0.40
H (1.38330, -0.35474, -0.93804)  0.14
H (1.09214, 1.82002, 0.40632)  0.24
H (-0.01274, 0.91063, 1.46214)  0.25
H (-0.35533, 1.66388, -1.35612)  0.44
H (-1.38775, 1.85222, -0.10997)  0.44
H (-2.45874, 0.12630, -1.07126)  0.25
H (-0.96740, -0.40031, -1.87300)  0.24
H (-1.63123, -0.80893, 1.09889)  0.19
H (-1.67778, -2.05059, -0.14932)  0.24

## Properties
- E_HOMO: -13.63 eV
- Orbital gap: 0.36917 Ha
- Energy above the lowest of the compared OMol25 structures with the same formula, charge and spin: 1.8401 eV
- Total charge: +1

***

Entry 5:
C4H11N2O | wB97M-V/def2-TZVPD

Each line ends with the natural charge from an NBO analysis.
Element x y z (Å)
C (-5.49619, 3.73074, -1.70221)  -0.54
C (2.74720, -1.97357, 2.59302)  -0.72
C (-4.78637, 4.04604, -2.77790)  0.02
C (3.70230, -3.09946, 2.36969)  0.56
N (5.87963, -3.92588, 1.94974)  -0.39
N (-4.94002, 3.52091, -4.03433)  -0.82
O (4.58016, -3.14532, 1.52054)  -0.27
H (5.58204, -4.87296, 2.14063)  0.38
H (-6.25058, 3.01719, -1.66191)  0.20
H (-5.04866, 4.26303, -0.79608)  0.21
H (1.91333, -2.36744, 3.08641)  0.27
H (2.44696, -1.45855, 1.61942)  0.29
H (3.23870, -1.18713, 3.08464)  0.31
H (-3.79500, 4.63554, -2.73133)  0.18
H (3.80561, -3.93381, 3.19602)  0.20
H (6.35120, -3.78025, 1.09219)  0.39
H (-4.54307, 3.86752, -4.81080)  0.38
H (-5.38723, 2.66340, -4.13773)  0.37

## Properties
- E_HOMO: -9.35 eV
- Orbital gap: 0.12181 Ha
- Energy above the lowest of the compared OMol25 structures with the same formula, charge and spin: 6.6661 eV
- Total charge: +1

***

Entry 6:
C4H11N2O2 | wB97M-V/def2-TZVPD

Each line ends with the natural charge from an NBO analysis.
Element x y z (Å)
C (0.35386, 1.06362, 0.38936)  -0.26
N (1.37612, 0.31644, -0.44410)  -0.62
C (2.28472, -0.41594, 0.43955)  0.05
O (1.95616, -0.74372, 1.69100)  -0.64
C (-0.82369, 0.13336, 0.77509)  -0.26
N (-1.28412, -0.62856, -0.37243)  -0.63
C (-2.02752, 0.22448, -1.35720)  0.12
O (-2.92223, 1.02935, -0.80639)  -0.90
H (0.12216, 1.94330, -0.20242)  0.21
H (0.94446, 1.26097, 1.28176)  0.20
H (0.83060, -0.50481, -0.75585)  0.36
H (3.17730, 0.26879, 0.50906)  0.10
H (2.57711, -1.29870, -0.16246)  0.10
H (0.93503, -1.72985, 0.36306)  0.24
H (-0.35630, -0.51380, 1.51710)  0.21
H (-1.63216, 0.66743, 1.27754)  0.22
H (-1.87404, -1.38722, -0.09087)  0.36
H (-1.24932, 0.80451, -1.91146)  0.07
H (-2.38813, -0.48965, -2.14035)  0.07

## Properties
- E_HOMO: -3.16 eV
- Orbital gap: 0.16432 Ha
- Energy above the lowest of the compared OMol25 structures with the same formula, charge and spin: 8.7698 eV
- Total charge: -1

***

Entry 7:
C4H11N2O2 | wB97M-V/def2-TZVPD

Each line ends with the natural charge from an NBO analysis.
Element x y z (Å)
C (1.49011, -0.84212, -0.81779)  -0.71
C (0.68592, -0.65588, 0.36756)  0.14
C (-0.27126, -1.44201, 0.91695)  -0.05
N (-0.66350, -0.78852, 2.08996)  -0.46
C (-0.04278, 0.41771, 2.18003)  0.25
N (0.71856, 0.50849, 1.10926)  -0.43
H (2.10292, -1.73151, -1.03400)  0.28
H (2.22456, -0.01041, -1.01872)  0.25
H (0.94165, -0.97468, -1.79177)  0.27
H (-0.64653, -2.39381, 0.44490)  0.27
H (-1.52130, -1.10945, 2.49192)  0.45
H (-0.18254, 1.14471, 2.94441)  0.26
H (1.48137, 1.14766, 0.98774)  0.46
H (-1.33679, 0.71847, -2.44578)  0.49
H (-2.42330, -0.37685, -2.12761)  0.50
O (-1.62703, 0.05531, -1.81174)  -0.98
H (-0.42786, 2.89199, -0.82344)  0.49
H (-0.59483, 1.36109, -0.81257)  0.49
O (0.09262, 2.07982, -0.84932)  -0.97

## Properties
- E_HOMO: -13.71 eV
- Orbital gap: 0.39151 Ha
- Energy above the lowest of the compared OMol25 structures with the same formula, charge and spin: 0.9396 eV
- Total charge: +1

***

Entry 8:
C4H11N2O2 | wB97M-V/def2-TZVPD

Each line ends with the Mulliken spin population.
Element x y z (Å)
C (0.32879, 0.06227, -2.20463)  0.91
C (-1.59691, -0.31087, 1.43666)  0.21
C (0.49645, -0.02279, -0.89387)  0.57
C (2.25738, 1.55264, -0.71815)  0.01
N (-0.27445, -0.91577, -0.05810)  0.02
N (-1.13008, -0.90705, 2.51475)  0.06
O (-2.70510, -0.79037, 0.92422)  0.03
O (1.32757, 0.68493, -0.09569)  0.15
H (0.91464, 0.71776, -2.81292)  0.02
H (-0.38233, -0.55589, -2.71514)  0.02
H (-1.31881, 0.72691, 1.27772)  -0.01
H (2.75826, 2.07484, 0.08939)  0.00
H (1.75657, 2.27789, -1.36299)  0.00
H (2.98427, 0.98384, -1.30116)  0.00
H (-0.82396, -1.54046, -0.64368)  -0.01
H (0.37566, -1.46353, 0.50396)  0.02
H (-1.49360, -1.81390, 2.77520)  0.00
H (-0.36983, -0.52182, 3.04883)  0.00
H (-3.10452, -0.23864, 0.23558)  0.00

## Properties
- E_HOMO (spin up / spin down): -8.32 / -14.71 eV
- Orbital gap (spin up / spin down): 0.19962 / 0.31582 Ha
- Spin multiplicity: 3
- Energy above the lowest of the compared OMol25 structures with the same formula, charge and spin: 0.0000 eV
- Total charge: +1

***

Entry 9:
C4H11N2O2P | wB97M-V/def2-TZVPD

Each line ends with the natural charge from an NBO analysis.
Element x y z (Å)
C (1.57118, 1.03999, -0.76498)  -0.30
C (2.69807, 0.39058, 0.00980)  -0.29
C (-1.92573, 0.88751, -1.02982)  -0.62
C (-1.78341, -0.36087, -0.12222)  -0.07
N (1.32816, 0.37274, 0.49753)  -0.56
N (0.03313, -2.35500, 1.36594)  -1.16
O (1.37154, -2.48684, -0.85175)  -1.07
O (-0.90220, -1.27711, -0.75904)  -0.81
P (0.48701, -1.56371, -0.07236)  2.23
H (1.47614, 2.06192, -0.54810)  0.19
H (1.27221, 0.80915, -1.76481)  0.22
H (3.19681, -0.49255, -0.48876)  0.23
H (3.22543, 1.05494, 0.63622)  0.20
H (-1.06949, 1.51266, -0.73189)  0.22
H (-1.89042, 0.48333, -2.04299)  0.23
H (-2.77462, 1.33178, -0.74544)  0.21
H (-2.66998, -0.96272, 0.01441)  0.18
H (-1.43456, -0.28553, 0.87805)  0.20
H (0.89257, -2.10208, 1.79026)  0.37
H (0.02585, -3.37590, 1.16460)  0.41

## Properties
- E_HOMO: -9.60 eV
- Orbital gap: 0.37791 Ha
- Energy above the lowest of the compared OMol25 structures with the same formula, charge and spin: 2.7696 eV
- Total charge: 0

***

Entry 10:
C4H11N2OPS | wB97M-V/def2-TZVPD

Each line ends with the natural charge from an NBO analysis.
Element x y z (Å)
C (0.24140, 1.01560, -0.07937)  -0.41
C (-1.65441, 0.27632, -1.46012)  -0.59
C (-1.73348, 0.05996, 1.16276)  -0.59
C (-1.22557, 0.79972, -0.04319)  -0.34
N (2.64352, -0.32739, -0.82110)  -1.21
N (1.59359, -0.87191, 1.49416)  -1.18
O (0.48766, -1.79434, -0.65178)  -1.09
P (1.16492, -0.59543, -0.11492)  2.16
S (0.91122, 2.45366, 0.16290)  0.13
H (-1.27032, -0.65365, -1.54965)  0.23
H (-1.21105, 1.04382, -2.26006)  0.21
H (-2.75429, 0.10302, -1.38171)  0.22
H (-1.39167, -1.07999, 1.08134)  0.20
H (-2.73850, 0.00766, 1.31319)  0.22
H (-1.37576, 0.40758, 2.03903)  0.21
H (-1.56487, 1.75782, 0.15432)  0.21
H (3.30532, 0.34262, -0.50727)  0.41
H (2.71257, -0.18990, -1.83030)  0.41
H (1.27272, -1.81408, 1.70592)  0.41
H (2.58702, -0.94109, 1.58585)  0.39

## Properties
- E_HOMO: -8.93 eV
- Orbital gap: 0.30125 Ha
- Energy above the lowest of the compared OMol25 structures with the same formula, charge and spin: 0.5891 eV
- Total charge: 0

***

Q: Number 6 is which compound?
A: C4H11N2O2